(1)
Density functional theory data (ωB97M-V/def2-TZVPD) for a structure of composition C16H36NbO6S2 at a distorted geometry.

Positions of all 61 atoms, in Å:
C: 3.00644 -2.62316 0.30700
C: 3.69889 -1.99500 -0.99172
O: 4.42942 -0.97726 -0.90781
O: 3.42211 -2.61515 -2.24904
C: 2.32708 -1.89836 -2.89913
C: 0.87061 -2.30081 -2.37438
C: 0.60774 -3.87568 -2.28019
C: -0.87774 -4.25524 -1.76672
C: -1.32716 -3.38094 -0.46408
C: -2.44692 -2.26853 -0.80478
Nb: -1.80669 -0.11293 -0.45413
H: 2.31748 -3.50851 0.05068
H: 2.36507 -1.78918 0.76396
H: 3.75892 -3.02167 1.07357
H: 2.46173 -1.99300 -4.02758
H: 2.47049 -0.78369 -2.63550
H: 0.10753 -1.83324 -3.09896
H: 0.76520 -1.87016 -1.30911
H: 0.72731 -4.33466 -3.33460
H: 1.34808 -4.42257 -1.61030
H: -0.84124 -5.35303 -1.41080
H: -1.66326 -4.20758 -2.59645
H: -0.42905 -2.98000 0.11847
H: -1.84227 -4.14421 0.23665
H: -3.37981 -2.47444 -0.15189
H: -2.75815 -2.45495 -1.90249
H: -2.37378 -0.14032 1.30388
H: -0.13624 -0.54981 0.12434
H: -1.23150 0.05734 -2.19481
H: -3.44319 0.39628 -1.03609
H: -1.42097 1.65696 -0.24983
C: -7.00993 3.38680 1.02209
C: -7.39822 3.78976 -0.40319
C: -6.15392 3.63256 -1.27999
S: -5.16231 2.35224 -0.51555
O: -3.93452 2.94212 -0.04402
O: -5.19080 1.17878 -1.35099
C: -6.23377 2.08302 0.88571
H: -7.88661 3.26670 1.66246
H: -6.37140 4.15884 1.46352
H: -8.19061 3.12660 -0.76556
H: -7.78241 4.81185 -0.44408
H: -6.41217 3.33182 -2.29562
H: -5.56210 4.54922 -1.30276
H: -5.63934 1.84158 1.76640
H: -6.90004 1.25268 0.64197
C: 5.24117 0.84233 1.64863
C: 5.14759 2.36888 1.68176
C: 5.49499 2.81986 3.10236
S: 6.59064 1.57170 3.76924
O: 5.92188 0.91047 4.86673
O: 7.92145 2.12474 3.89876
C: 6.54857 0.49373 2.34812
H: 5.21725 0.45657 0.62794
H: 4.39679 0.40878 2.19403
H: 5.86746 2.79330 0.97429
H: 4.15553 2.71892 1.38890
H: 6.00247 3.78500 3.10601
H: 4.60790 2.86394 3.73633
H: 6.60036 -0.54633 2.66880
H: 7.40798 0.73710 1.71954

Properties
- HOMO level (eV) = -4.365
- energy above the lowest of the compared OMol25 structures with the same formula, charge and spin (kcal per mole) = 40.0
- charge = -1

---

(2)
Density functional theory data (ωB97M-V/def2-TZVPD) for a cluster of 2 separate species, C2H4BrOP in total at a distorted geometry.

Positions of all 9 atoms, in Å:
C: 0.47731 -1.32005 -2.93543
C: 0.47781 0.06381 1.07882
O: 0.48767 -0.77124 -1.96686
P: -0.45349 0.99285 -0.25327
Br: -2.26654 -0.26644 -0.42282
H: -0.98612 1.95473 0.66020
H: 1.09517 -0.66403 0.60307
H: -0.08540 -0.66417 1.68088
H: 1.25361 0.67454 1.55542

Properties
- HOMO level (eV) = -9.264
- energy above the lowest of the compared OMol25 structures with the same formula, charge and spin (kcal per mole) = 11.4
- charge = 0

---

(3)
Density functional theory data (ωB97M-V/def2-TZVPD) for a structure of composition C33H56AsClN8NbO5Si2 at a distorted geometry.

Positions of all 107 atoms, in Å:
Nb: 1.46568 0.95769 -0.05185
C: -3.40289 3.58649 -0.11721
N: -2.09646 3.29698 -0.67524
C: -2.02268 3.59253 -2.10652
C: -1.07435 2.68109 -0.09298
O: -0.01109 2.38134 -0.77633
C: -1.05049 2.30275 1.36404
O: 0.32482 1.94587 1.78088
C: 1.12165 3.05657 2.28252
C: 2.00017 3.57577 1.18689
O: 2.64882 2.63129 0.58907
N: 2.10214 4.83481 0.84414
C: 2.87957 5.25289 -0.32595
C: 1.39837 5.88756 1.54510
H: -3.90149 4.20403 -0.86551
H: -3.35416 4.14361 0.81003
H: -3.96691 2.67774 -0.00488
H: -2.50559 4.56010 -2.28514
H: -2.53938 2.81274 -2.65590
H: -0.98136 3.63990 -2.39710
H: -1.61525 1.37642 1.54240
H: -1.51022 3.08779 2.00118
H: 1.80579 2.60158 3.01324
H: 0.47218 3.80952 2.79995
H: 3.36060 4.40343 -0.78359
H: 3.60815 6.00527 -0.00450
H: 2.18044 5.76153 -1.01385
H: 1.44936 5.72576 2.62276
H: 0.34451 5.95893 1.22341
H: 1.91046 6.80988 1.31517
O: 0.07646 -0.36240 -0.02971
N: 0.81635 -0.47270 -1.35783
C: 0.46483 -1.39579 -2.15305
C: -0.52627 -2.26033 -1.64602
N: -1.41195 -2.92343 -1.35997
C: 1.15803 -1.51845 -3.43091
N: 1.71224 -1.56494 -4.43659
C: -6.85048 -4.09553 1.69932
C: -5.44366 -4.53188 1.17255
C: -5.60946 -4.92601 -0.30038
C: -4.97298 -5.77157 1.95858
C: -4.33880 -3.40236 1.29269
O: -3.22437 -3.92255 0.61334
C: -3.95685 -3.02354 2.78506
C: -2.68305 -3.52019 3.45837
C: -1.34828 -2.88555 3.19265
C: -0.99438 -1.70147 3.84931
C: 0.22206 -1.08539 3.57324
C: 1.09899 -1.65407 2.65805
Cl: 2.41994 -0.68336 2.07718
C: 0.80290 -2.91819 2.11749
C: -0.43460 -3.50741 2.35886
C: -4.98099 -2.09015 0.71982
N: -4.21361 -1.17003 -0.12631
C: -2.98509 -0.56663 0.00471
N: -2.71076 0.08899 -1.12917
C: -3.77866 -0.14214 -1.93102
N: -4.73564 -0.87676 -1.35704
H: -7.58700 -4.84401 1.45695
H: -7.20137 -3.17700 1.20311
H: -6.85430 -3.92390 2.77374
H: -6.19387 -5.84068 -0.35345
H: -4.66713 -5.11262 -0.80640
H: -6.10895 -4.15210 -0.89422
H: -5.71211 -6.56422 1.81776
H: -4.89682 -5.64912 3.02594
H: -4.03252 -6.17130 1.59500
H: -2.70227 -3.24919 0.09905
H: -4.80735 -3.31578 3.39993
H: -3.93890 -1.93157 2.88847
H: -2.52624 -4.58390 3.29939
H: -2.82028 -3.43129 4.54142
H: -1.65066 -1.18813 4.56951
H: 0.47928 -0.14596 4.05396
H: 1.57716 -3.42691 1.50679
H: -0.73525 -4.42243 1.82946
H: -5.46264 -1.53593 1.52371
H: -5.80307 -2.38637 0.04075
H: -2.34080 -0.52607 0.88494
H: -3.78602 0.20197 -2.95743
C: 5.50907 -0.04562 -4.41730
Si: 4.42844 1.39413 -3.86302
C: 5.50720 2.94348 -3.83561
C: 3.16368 1.45819 -5.27695
As: 3.59492 0.65970 -1.58300
Si: 5.63388 0.41131 -0.29951
C: 6.83279 1.71829 -0.87720
C: 6.19955 -1.36756 -0.55809
C: 5.30138 0.84319 1.49662
H: 5.65441 0.11366 -5.47532
H: 4.99793 -1.00774 -4.28960
H: 6.46931 -0.15645 -3.94191
H: 6.52334 2.60358 -4.01645
H: 5.51122 3.53091 -2.90566
H: 5.19180 3.57495 -4.67804
H: 3.72414 1.70411 -6.18037
H: 2.33302 2.16205 -5.14405
H: 2.69068 0.47679 -5.40357
H: 7.19074 1.51759 -1.88982
H: 7.67953 1.75558 -0.21948
H: 6.35999 2.69920 -0.88201
H: 6.86926 -1.43798 -1.42533
H: 5.34559 -2.00721 -0.79164
H: 6.68156 -1.75170 0.35049
H: 6.04930 1.57957 1.77579
H: 5.38930 -0.00338 2.18533
H: 4.32677 1.32982 1.60984

Properties
- HOMO level (alpha / beta) (eV) = -15.486 / -15.486
- energy above the lowest of the compared OMol25 structures with the same formula, charge and spin (kcal per mole) = 0.0
- charge = +3

---

(4)
Density functional theory data (ωB97M-V/def2-TZVPD) for a structure of composition C11H19K3N4O5 at a distorted geometry.

Positions of all 42 atoms, in Å:
K: 23.54708 27.27847 -29.09446
K: 19.79833 22.69403 -29.70916
K: 22.76251 22.82055 -23.74087
C: 19.63231 26.67040 -25.11115
O: 20.37656 25.99966 -26.08006
H: 19.17272 25.92422 -24.46300
H: 20.32022 27.25059 -24.49611
H: 18.87885 27.28404 -25.60494
C: 20.67380 32.02322 -24.48660
N: 19.51854 32.77588 -24.91469
O: 18.46749 32.49755 -24.35891
O: 19.64753 33.66714 -25.72977
H: 20.44622 31.45336 -23.58573
H: 21.36041 32.82445 -24.21330
H: 21.16666 31.53786 -25.32898
C: 15.59094 21.23020 -22.07848
N: 16.47168 19.98713 -22.34965
O: 16.42860 18.98457 -21.68371
O: 17.09660 19.96368 -23.42924
H: 16.22671 22.08383 -21.84352
H: 15.00261 21.17558 -21.16252
H: 14.90369 21.31503 -22.92027
N: 13.30769 32.48383 -28.31813
C: 14.08369 31.39988 -28.87480
C: 13.32409 30.79843 -29.89684
C: 12.17273 31.56428 -30.07751
C: 12.17393 32.62045 -29.18989
H: 13.56508 33.09347 -27.55512
H: 14.98085 31.01447 -28.41333
H: 13.72256 29.90435 -30.35317
H: 11.46550 31.38362 -30.87349
H: 11.54721 33.46952 -28.96032
N: 26.87690 24.96024 -21.73138
C: 26.72592 25.39055 -23.05793
C: 25.83035 26.41416 -23.05699
C: 25.29163 26.59891 -21.73918
C: 25.99900 25.62127 -20.88331
H: 27.55341 24.29021 -21.39447
H: 27.23499 24.94029 -23.89729
H: 25.43335 26.97100 -23.89289
H: 24.56329 27.29521 -21.35049
H: 25.97975 25.31542 -19.84770

Properties
- HOMO level (eV) = -10.237
- charge = +2

---

(5)
Density functional theory data (ωB97M-V/def2-TZVPD) for a structure of composition C2H6BrP at a distorted geometry.

Positions of all 10 atoms, in Å:
C: -1.65603 1.24577 -1.15744
C: 0.67129 -0.68621 0.84515
P: 2.04212 -1.75793 0.65647
Br: 1.43670 0.84814 1.82772
H: -1.18971 0.48208 -1.80656
H: -2.56809 1.33666 -1.69817
H: -1.78987 0.90445 -0.13878
H: -1.23124 2.22442 -1.24291
H: 1.54814 -2.94296 0.81621
H: 2.73668 -1.65442 1.89831

Properties
- HOMO level (alpha / beta) (eV) = -8.131 / -9.863
- energy above the lowest of the compared OMol25 structures with the same formula, charge and spin (kcal per mole) = 39.7
- charge = 0
- multiplicity = 3

---

(6)
Density functional theory data (ωB97M-V/def2-TZVPD) for a structure of composition C16H29Cl10Mg2O6 at a distorted geometry.

Positions of all 63 atoms, in Å:
Mg: -1.51408 1.82927 -0.36596
Mg: -1.78755 0.62864 2.88827
C: 0.54512 4.19088 2.55390
C: -0.18481 3.02213 2.02179
O: -0.35715 2.92892 0.77136
O: -0.75997 2.29701 2.83684
H: 0.29253 5.01717 1.88941
H: 1.62072 4.01578 2.53117
H: 0.17441 4.42546 3.55172
C: -5.20061 1.38996 0.91868
C: -3.80401 1.53029 0.44508
O: -2.86779 1.17194 1.16385
O: -3.42754 1.93043 -0.67904
H: -5.27998 1.78106 1.93300
H: -5.55198 0.36025 0.98451
H: -5.84736 2.09883 0.40165
C: 0.37569 -1.99009 0.09994
C: -0.16326 -0.61485 0.54430
O: -0.48916 0.18228 -0.39037
O: -0.48411 -0.40442 1.73014
H: 0.05907 -2.32832 -0.88670
H: 0.14844 -2.81084 0.78025
H: 1.45972 -2.10388 0.10562
Cl: -0.86157 -1.76444 -5.96605
C: -0.41236 -2.13110 -4.25989
C: -1.51627 -1.44516 -3.32406
Cl: -1.55511 0.36479 -3.54999
H: 0.47101 -1.57411 -3.94761
H: -0.22584 -3.20011 -4.15734
H: -1.32652 -1.74504 -2.29345
H: -2.49776 -1.79537 -3.64362
Cl: 3.52332 0.25080 -2.06165
C: 4.28169 -0.83834 -0.94718
C: 5.45900 -1.64750 -1.65799
Cl: 6.86471 -0.60062 -2.07639
H: 3.53824 -1.49305 -0.49251
H: 4.74831 -0.34778 -0.09295
H: 5.10074 -2.21516 -2.51678
H: 5.87983 -2.43152 -1.02845
Cl: -3.39912 -2.19362 1.46097
C: -2.74030 -3.26358 0.22871
C: -2.16162 -4.58164 0.85978
Cl: -3.39867 -5.68615 1.42456
H: -1.98799 -2.67381 -0.29501
H: -3.55863 -3.57912 -0.41851
H: -1.44373 -4.36923 1.65200
H: -1.53930 -5.10161 0.13146
Cl: -1.01655 3.24693 -2.27424
C: 0.62174 2.86511 -2.84309
C: 0.61935 2.77905 -4.44538
Cl: 1.90884 1.72661 -5.14704
H: 0.88151 1.92161 -2.36305
H: 1.25954 3.65162 -2.43971
H: 0.78298 3.78632 -4.82844
H: -0.26468 2.34897 -4.91614
Cl: 2.93110 1.33517 3.41304
C: 1.83266 0.33019 4.37326
C: 2.10639 0.42547 5.90518
Cl: 3.77128 -0.08703 6.01422
H: 2.01943 -0.65998 3.95759
H: 0.86051 0.73104 4.08630
H: 1.47068 -0.33025 6.36654
H: 2.01678 1.44371 6.28369

Properties
- HOMO level (alpha / beta) (eV) = -14.730 / -14.728
- charge = +2
- multiplicity = 2

---

(7)
Density functional theory data (ωB97M-V/def2-TZVPD) for a cluster of 2 separate species, C2H8NO4 in total at a distorted geometry.

Positions of all 15 atoms, in Å:
C: -0.22853 -0.34324 1.23721
C: -0.15084 0.89434 -0.97993
N: 1.14707 -0.89755 1.25758
O: -1.13391 1.71410 -0.89693
O: 1.09187 1.30644 -0.67739
O: -1.49450 -0.79621 -1.84297
O: -0.18856 -0.24164 -1.73451
H: -0.16037 0.59721 1.99170
H: -1.13631 -0.97031 1.50386
H: 1.44197 -1.15523 2.25329
H: 1.90015 -0.29039 0.98217
H: 1.17000 -1.51761 0.49662
H: -1.92989 1.27999 -1.25891
H: 1.00193 2.05886 -0.05330
H: -1.33007 -1.63876 -2.27849

Properties
- HOMO level (eV) = -11.783
- energy above the lowest of the compared OMol25 structures with the same formula, charge and spin (kcal per mole) = 159.3
- charge = +1

---

The energy results, record by record, are as follows: -1935.6646, -3069.1954, -5436.2421, -2824.7356, -2994.9686, -6080.2080, -436.2462 hartree.